Here is C23H19N5O3Pt as an isolated structure at a distorted geometry from the OMol25 dataset. Energies are from ωB97M-V/def2-TZVPD.

Summary:
2S+1: 3
E_HOMO (spin up / spin down) in eV: -6.309 / -7.909
Charge: 0
Frontier orbital gap (spin up / spin down) in eV: 5.8 / 7.4
⟨S²⟩: 2.031
Energy relative to the best compared isomer or geometry (same formula, charge and spin) in eV: 0.1025

Geometry as XYZ:
```
51
Properties=species:S:1:pos:R:3:forces:R:3
Pt 9.037 9.933 8.797 -1.30 -0.05 -0.20
C 5.905 10.951 13.276 -0.86 0.28 -0.79
C 5.732 10.933 11.864 -0.49 0.24 2.42
C 6.820 10.762 11.070 0.34 -0.37 -1.15
C 8.065 10.546 11.603 2.70 0.08 1.05
C 8.278 10.619 13.017 -0.49 -0.02 -1.65
C 7.183 10.824 13.806 -0.96 -0.13 0.48
N 9.198 10.337 10.753 -1.18 0.07 0.85
N 10.372 10.204 11.370 0.23 0.12 -0.28
C 11.334 9.920 10.435 -0.69 -0.12 -0.21
C 12.676 9.821 10.735 1.95 -0.53 -0.85
C 13.594 9.583 9.678 -0.67 -0.37 1.96
C 13.182 9.440 8.362 1.00 0.36 0.00
C 11.839 9.495 8.037 -0.66 0.35 0.83
C 10.932 9.702 9.093 1.49 -0.14 -1.09
H 5.047 11.118 13.959 0.60 -0.19 -0.65
H 4.755 11.075 11.445 -0.30 0.03 -0.16
H 6.743 10.770 9.995 -0.26 0.03 -0.26
H 9.251 10.554 13.444 0.50 -0.21 -0.02
H 7.275 10.837 14.882 0.20 0.12 0.15
H 13.082 9.861 11.750 -0.47 0.16 -0.27
H 14.608 9.367 10.018 -0.04 0.40 -0.57
H 13.974 9.390 7.615 -0.40 -0.32 -0.11
H 11.519 9.437 6.999 -0.15 -0.07 0.28
O 7.418 8.514 5.329 0.29 0.20 0.96
C 7.881 8.689 6.446 0.26 -0.33 -0.02
O 8.766 9.577 6.790 -0.13 0.14 -0.26
C 7.503 7.715 7.604 0.62 1.93 -2.24
C 6.590 6.739 7.309 -0.84 -2.29 0.60
C 6.352 5.801 8.288 -0.28 0.52 0.96
C 6.998 5.966 9.559 0.79 0.13 -0.06
C 6.878 5.099 10.663 -1.24 -1.01 0.16
C 7.529 5.258 11.851 -0.05 -0.25 -0.45
C 8.450 6.299 11.951 0.15 0.05 0.14
C 8.678 7.139 10.913 -0.67 0.19 -0.23
C 7.935 7.029 9.732 -0.65 -1.12 -0.26
N 8.144 7.885 8.714 0.14 0.27 0.64
H 6.161 6.655 6.321 0.02 0.27 0.01
H 5.612 5.003 8.196 0.36 0.16 -0.19
H 6.184 4.264 10.618 -0.03 0.04 -0.33
H 7.369 4.547 12.663 0.04 0.30 -0.21
H 8.987 6.439 12.852 0.52 0.13 0.80
H 9.336 7.964 10.963 0.78 0.52 0.29
N 9.890 13.200 9.648 -0.27 -1.33 -0.42
C 8.810 13.104 8.839 0.64 1.43 0.23
N 8.247 14.290 8.431 -1.33 -0.54 -0.30
O 8.400 12.048 8.373 -0.49 -0.32 -0.36
H 10.096 13.980 10.199 0.05 1.47 0.45
H 10.190 12.349 10.082 0.11 -0.55 0.01
H 8.281 15.088 9.057 -0.04 -0.28 -0.29
H 7.339 14.104 7.955 1.15 0.56 0.61
```
Forces are in eV/Å.